{"formula": "C7H21NO4", "method": "wB97M-V/def2-TZVPD", "smiles": "C=C/C(N)=C/CCC.O.O.O.O", "molar_mass_g_mol": 183.2, "spin_multiplicity": 1, "energy_ha": -634.9574, "fmax_ev_per_a": 2.484, "elements": ["C", "C", "C", "N", "C", "C", "C", "C", "H", "H", "H", "H", "H", "H", "H", "H", "H", "H", "H", "H", "H", "O", "H", "H", "O", "H", "H", "O", "H", "H", "O", "H", "H"], "coordinates": [[0.7703, -1.5215, -1.9745], [1.1512, -1.0037, -0.8174], [0.1565, -0.3611, 0.1212], [-0.2182, 0.9308, -0.1978], [-0.2983, -1.1817, 1.0863], [-1.3052, -0.7096, 2.1059], [-0.8669, -1.0100, 3.5344], [0.3374, -0.1219, 3.9258], [1.3386, -1.7834, -2.8578], [-0.2749, -1.5054, -2.2183], [2.1622, -1.0490, -0.4385], [-0.2716, 1.0679, -1.1932], [-1.0613, 1.2370, 0.2593], [0.1066, -2.1813, 1.0650], [-2.2726, -1.2039, 1.9193], [-1.5882, 0.3260, 1.9127], [-1.6890, -0.8878, 4.2449], [-0.6297, -2.0669, 3.6566], [0.3223, 0.7708, 3.3013], [1.2844, -0.6476, 3.8171], [0.2513, 0.1892, 4.9681], [3.3643, -0.7418, 1.6382], [2.8457, -0.0138, 1.9983], [2.9389, -0.9182, 0.7893], [-2.8321, 0.1702, -2.0569], [-2.4632, 0.7267, -2.7302], [-3.7461, 0.4747, -1.9982], [0.5149, 3.4645, -2.7358], [1.1637, 3.1125, -2.1173], [-0.3175, 3.5232, -2.2556], [-0.6089, 0.7194, -3.4126], [-0.6376, 0.2118, -4.2162], [0.1263, 1.3280, -3.3010]], "forces_ev_per_angstrom": [[-0.35, 0.58, -0.57], [-0.33, 0.37, 0.06], [0.27, -2.46, -0.25], [0.32, 0.57, 0.32], [-0.24, 1.86, -0.20], [-0.80, -1.39, -0.45], [0.17, 0.54, 0.35], [-0.52, -0.36, 0.32], [0.78, -0.53, 0.58], [-0.50, 0.15, 0.17], [0.12, 0.14, -0.89], [-0.18, -0.13, -0.09], [-0.10, 0.00, -0.09], [-0.09, -0.13, 0.45], [0.19, -0.28, 0.05], [0.45, 0.27, 0.48], [-0.07, 0.41, -0.14], [0.22, -0.09, -0.33], [0.22, 0.08, 0.04], [0.05, 0.08, -0.16], [0.12, 0.05, -0.02], [0.03, 0.10, -0.05], [-0.02, -0.06, 0.05], [0.28, 0.01, 0.56], [-1.01, -0.19, 0.64], [0.80, 0.36, -0.60], [0.03, -0.25, 0.16], [0.04, -0.32, -0.22], [-0.06, 0.16, 0.23], [0.10, 0.03, 0.12], [-0.82, 0.28, 0.93], [0.69, 0.13, -0.50], [0.21, 0.05, -0.95]]}

---

{"formula": "C5H10O", "method": "wB97M-V/def2-TZVPD", "smiles": "C[C@@H]1[C@H](C)[C@@H]1O", "molar_mass_g_mol": 86.1, "spin_multiplicity": 1, "energy_ha": -271.7091, "fmax_ev_per_a": 0.311, "elements": ["C", "C", "C", "C", "C", "O", "H", "H", "H", "H", "H", "H", "H", "H", "H", "H"], "coordinates": [[-1.6662, 0.2057, 0.4307], [-0.3970, 0.9584, 0.0996], [0.7095, 0.3598, -0.7507], [0.7158, -1.0980, -1.1677], [0.9358, 0.6348, 0.7137], [1.0933, -0.4650, 1.5646], [-2.0254, 0.4330, 1.4427], [-2.4616, 0.4918, -0.2662], [-1.5422, -0.8783, 0.3416], [-0.5603, 2.0273, -0.0381], [1.1670, 1.0475, -1.4607], [0.5597, -1.7582, -0.3086], [1.7032, -1.3558, -1.5660], [-0.0355, -1.3346, -1.9278], [1.5794, 1.4621, 1.0064], [0.2245, -0.7305, 1.8865]], "forces_ev_per_angstrom": [[0.00, -0.09, 0.01], [-0.08, 0.05, 0.02], [0.10, -0.04, -0.12], [-0.01, -0.01, -0.03], [0.11, 0.26, -0.06], [-0.22, -0.04, 0.21], [0.07, -0.03, -0.13], [0.12, -0.07, 0.10], [-0.01, 0.12, 0.05], [0.06, -0.21, -0.04], [-0.02, -0.16, 0.15], [-0.04, 0.15, -0.18], [-0.16, 0.05, -0.02], [0.08, 0.10, 0.05], [-0.12, -0.12, -0.08], [0.11, 0.04, 0.08]]}

---

{"formula": "ClH3NPS", "method": "wB97M-V/def2-TZVPD", "smiles": "SNPCl", "molar_mass_g_mol": 115.5, "spin_multiplicity": 1, "energy_ha": -1256.2357, "fmax_ev_per_a": 2.186, "elements": ["S", "N", "P", "Cl", "H", "H", "H"], "coordinates": [[-2.0570, -0.6413, -0.0504], [-0.3840, -0.0660, -0.1871], [1.0896, -0.4343, 0.7713], [3.1229, -0.0157, -0.0859], [-2.2724, -0.3197, -1.3919], [-0.3918, 0.7871, -0.6880], [0.8927, 0.6898, 1.6320]], "forces_ev_per_angstrom": [[1.47, 0.52, -1.38], [1.32, -0.61, 0.49], [-1.46, -0.74, -0.04], [-2.15, 0.20, 0.31], [-0.11, -0.68, 1.20], [0.02, 1.08, -0.04], [0.91, 0.24, -0.54]]}

---

{"formula": "C3H6N2O3", "method": "wB97M-V/def2-TZVPD", "smiles": "N/C=N\\COC(=O)O", "molar_mass_g_mol": 118.1, "spin_multiplicity": 1, "energy_ha": -453.1628, "fmax_ev_per_a": 1.935, "elements": ["N", "C", "N", "C", "O", "C", "O", "O", "H", "H", "H", "H", "H", "H"], "coordinates": [[-0.9589, 1.6039, -0.3123], [-0.2323, 1.1539, -1.3641], [0.8109, 0.4189, -1.4198], [1.4024, -0.0812, -0.1841], [1.0015, -1.4023, 0.1796], [-0.0935, -1.4505, 0.9559], [-0.6439, -0.5447, 1.5529], [-0.5791, -2.7039, 0.9571], [-0.7345, 1.3390, 0.6427], [-1.6763, 2.3062, -0.4344], [-0.6597, 1.5008, -2.3206], [2.4850, -0.1338, -0.3500], [1.3013, 0.6195, 0.6561], [-1.4230, -2.6257, 1.4410]], "forces_ev_per_angstrom": [[0.03, 0.20, 0.64], [-0.49, 0.40, -0.47], [-0.10, -0.75, 0.53], [1.12, 1.51, -0.44], [-1.07, 0.20, 0.59], [-0.41, -0.09, -0.30], [0.74, -0.42, -0.42], [-0.10, 0.42, 0.22], [-0.13, -0.08, -0.38], [0.31, -0.33, -0.16], [0.37, -0.13, 0.30], [-0.32, -0.37, -0.09], [-0.37, -0.32, 0.08], [0.41, -0.23, -0.10]]}

---

Short version: energy above the lowest of the compared OMol25 structures with the same formula, charge and spin = 18.65 27.31 50.09 24.01 kcal/mol, in the order given.